{"formula": "C4H10N2O", "method": "ωB97M-V with the def2-TZVPD basis set", "total_charge": 0, "homo_ha": -0.264, "homo_lumo_gap_ev": 3.817, "molar_mass_g_mol": 102.14, "species": ["O", "N", "N", "C", "C", "C", "C", "H", "H", "H", "H", "H", "H", "H", "H", "H", "H"], "positions_angstrom": [[-1.2935, -0.1360, -0.0106], [-0.6201, 1.5998, -1.2504], [2.0925, 0.2585, -0.0452], [-1.5122, 0.5476, -0.9512], [1.3783, -0.0433, 1.2207], [-2.6071, 0.4849, -1.8627], [1.1416, -1.5387, 1.8154], [-0.5565, 1.8620, -2.2309], [0.3633, -2.1926, 1.3685], [0.2300, 0.2323, 1.1148], [1.9224, 0.6135, 1.9149], [-2.5965, 1.0373, -2.7664], [2.1579, -0.5745, -0.6007], [2.1010, -2.0223, 1.7784], [-3.4569, -0.1800, -1.6195], [0.9661, -1.3775, 2.9531], [0.2896, 1.4291, -0.8281]]}



{"formula": "C4H10N2O", "method": "ωB97M-V with the def2-TZVPD basis set", "total_charge": 0, "homo_ha": -0.320, "homo_lumo_gap_ev": 8.899, "molar_mass_g_mol": 102.14, "species": ["O", "N", "N", "C", "C", "C", "C", "H", "H", "H", "H", "H", "H", "H", "H", "H", "H"], "positions_angstrom": [[-2.2394, -0.3079, 1.1873], [1.5517, 0.4537, 1.3100], [-1.2178, 1.4200, -1.1143], [0.7791, -0.1961, -0.9377], [1.3924, -0.6334, 0.3758], [-0.6908, 0.1383, -0.6815], [-1.5353, -0.7247, 0.0744], [0.9120, -1.1138, -1.5791], [1.8295, 0.2331, 2.2490], [-0.7467, -0.0653, 0.6747], [0.9374, 1.2338, 1.3427], [-1.6142, 1.9380, -0.2927], [-1.6903, -1.7292, -0.4953], [2.3679, -1.1282, 0.2564], [1.3316, 0.5645, -1.4642], [-2.0455, 1.2491, -1.6799], [0.6785, -1.3318, 0.7744]]}



{"formula": "C4H10N2O", "method": "ωB97M-V with the def2-TZVPD basis set", "total_charge": 0, "homo_ha": -0.327, "homo_lumo_gap_ev": 9.722, "molar_mass_g_mol": 102.14, "species": ["O", "N", "N", "C", "C", "C", "C", "H", "H", "H", "H", "H", "H", "H", "H", "H", "H"], "positions_angstrom": [[2.0158, -1.0800, 1.2489], [-2.6580, 1.3345, -0.0044], [-0.7563, -0.1318, 0.3110], [-2.0657, 0.0506, -0.3007], [2.0363, -1.0825, 0.0165], [1.5607, -0.1103, -0.9067], [0.4238, 0.6290, -0.1305], [0.7845, 1.1916, 0.7587], [1.2147, -0.4864, -1.8792], [-2.8031, -0.7227, 0.0876], [2.3834, 0.6472, -1.0035], [2.7065, -1.9229, -0.3734], [-2.1442, 2.0034, -0.7005], [0.2550, 1.5374, -0.8267], [-0.9073, -0.0118, 1.3664], [-3.6091, 1.3713, -0.3616], [-1.8384, -0.3069, -1.2762]]}



{"formula": "C4H10N2O", "method": "ωB97M-V with the def2-TZVPD basis set", "total_charge": 0, "homo_ha": -0.316, "homo_lumo_gap_ev": 9.590, "molar_mass_g_mol": 102.14, "species": ["O", "N", "N", "C", "C", "C", "C", "H", "H", "H", "H", "H", "H", "H", "H", "H", "H"], "positions_angstrom": [[-0.5227, 2.2446, -1.1295], [-0.2614, 1.8806, 0.2047], [-0.4311, 0.4632, 2.0556], [-0.8234, 0.8630, 0.7552], [-1.6729, -0.0889, 0.0081], [1.7038, -1.7926, -0.4609], [1.4355, -0.5744, -1.0225], [0.4447, -0.3740, -1.1983], [-1.2093, -1.1252, 0.0627], [0.4322, 2.3880, -1.4291], [-2.6948, -0.1647, 0.1657], [-0.7787, -0.3952, 2.3763], [2.2084, -0.0376, -1.5087], [0.0815, 1.0694, 2.6585], [-1.4538, 0.1158, -0.9949], [2.7261, -2.2031, -0.3714], [0.8156, -2.2689, -0.1716]]}



{"formula": "C4H10N2O", "method": "ωB97M-V with the def2-TZVPD basis set", "total_charge": 0, "homo_ha": -0.293, "homo_lumo_gap_ev": 8.693, "molar_mass_g_mol": 102.14, "species": ["O", "N", "N", "C", "C", "C", "C", "H", "H", "H", "H", "H", "H", "H", "H", "H", "H"], "positions_angstrom": [[0.4853, 1.4663, -0.2325], [0.7076, -0.4138, 1.9818], [-0.5008, 0.6768, -2.1308], [-0.4995, 1.1809, -0.8844], [0.6769, 0.6137, -2.9857], [-0.6863, -2.3928, 2.0691], [-0.3566, -1.1642, 2.4720], [0.9559, -0.6482, 1.0301], [-0.8714, -0.7311, 3.3219], [-1.4263, -2.9682, 2.6032], [-1.5172, 1.2946, -0.4719], [1.0724, -0.4009, -3.0320], [0.4080, 0.9497, -3.9841], [1.4563, 1.2574, -2.5838], [0.5438, 0.5840, 2.0058], [-1.3839, 0.5286, -2.5868], [-0.2787, -2.8104, 1.1555]]}



{"formula": "C4H10N2O", "method": "ωB97M-V with the def2-TZVPD basis set", "total_charge": 0, "homo_ha": -0.320, "homo_lumo_gap_ev": 9.579, "molar_mass_g_mol": 102.14, "species": ["O", "N", "N", "C", "C", "C", "C", "H", "H", "H", "H", "H", "H", "H", "H", "H", "H"], "positions_angstrom": [[0.3753, 1.7316, -2.4405], [1.4945, 1.7780, -0.5075], [0.0041, -0.5834, 0.2934], [-0.4600, -0.0367, 1.5550], [-0.4753, 0.2046, -0.8240], [-0.3183, -2.0404, 0.1074], [0.5076, 1.3010, -1.3150], [-1.3869, 0.8109, -0.6853], [-0.3038, -0.7445, 2.3670], [-1.1083, -2.1293, -0.6280], [0.0594, 0.8902, 1.8151], [-0.6530, -2.4132, 1.0763], [0.6050, -2.5501, -0.1510], [1.4965, 1.7431, 0.4744], [2.3006, 2.1776, -0.9502], [-0.6177, -0.3919, -1.7189], [-1.5197, 0.2523, 1.5319]]}



Computed E_LUMO, in the same sequence as the records: -3.4 0.2 0.8 1.0 0.7 0.9 eV.